{
  "formula": "C20H40ClN2O4",
  "method": "ωB97M-V/def2-TZVPD",
  "symbols": ["H", "H", "H", "C", "H", "O", "H", "N", "H", "C", "C", "O", "C", "H", "C", "C", "H", "C", "H", "H", "C", "H", "C", "H", "C", "N", "H", "H", "C", "C", "O", "H", "H", "H", "C", "H", "H", "C", "H", "H", "H", "H", "H", "H", "H", "H", "C", "H", "C", "H", "H", "H", "H", "H", "C", "H", "O", "H", "C", "C", "Cl", "H", "C", "H", "H", "H", "H"],
  "coordinates": [[-1.41998, 1.94199, -1.92246], [-2.10421, 3.66281, -1.38812], [-4.26683, -1.11554, -2.16725], [-5.90419, -4.54694, 1.82266], [7.01557, -4.36760, 0.89454], [-2.56480, 4.74543, 0.92059], [5.31584, -4.73897, 1.21257], [0.66259, 5.37499, 0.23165], [5.35513, 0.45613, -2.36711], [5.98828, -4.10511, 0.62939], [3.89003, -2.32882, -0.86427], [-2.25305, 0.86263, 0.55382], [-2.12853, 2.53107, -1.23130], [4.16404, -1.16270, 0.93493], [-4.98628, -1.05384, -1.34560], [4.29814, -2.19913, 0.60628], [6.45022, -2.01575, 0.37092], [1.87004, 1.94477, 1.05888], [-3.51730, -1.09862, 0.20846], [-3.27069, -3.21624, -1.03360], [-4.41222, -1.66316, -0.07373], [-0.03798, 5.61801, -0.51358], [-5.18256, -4.07766, -0.57521], [5.80097, -1.91275, -1.80809], [-1.45550, 4.19981, 1.19842], [0.18478, 8.21399, -1.21764], [2.85329, -1.98642, -0.96722], [-4.78586, -5.09652, -0.66156], [4.76912, -1.55571, -1.85108], [0.79122, 7.54682, -0.39992], [1.45983, 6.51022, 0.35334], [2.46085, 4.09142, 1.76020], [-3.19570, 2.18253, -1.51959], [3.47460, 3.35930, 0.41888], [1.42210, 4.17064, -0.29171], [5.92406, -2.44960, 1.98383], [-5.22246, 0.00229, -1.18281], [-4.02318, -3.13465, -0.24032], [-5.90778, -1.55297, -1.65496], [-5.58516, -3.82860, -1.56231], [3.60616, -2.79747, 1.21127], [-5.14645, -3.89005, 2.25711], [5.85074, -4.33786, -0.42939], [0.93242, 1.69702, 0.42807], [-6.78286, -3.08336, 0.50672], [-0.56978, 6.14750, 1.81035], [5.73204, -2.63280, 0.92057], [2.65431, 1.14410, 0.76136], [4.73501, -0.05112, -1.62255], [-5.12406, -1.54424, 0.74724], [5.11955, 0.21805, -0.63500], [-5.49953, -5.56120, 1.78146], [3.71479, 0.33440, -1.71422], [0.67686, 3.45082, -0.80614], [2.38148, 3.46128, 0.78960], [-3.52757, -3.47223, 0.67612], [-1.25835, 2.79615, 1.33077], [3.88464, -3.38501, -1.15248], [-1.89039, 2.04336, 0.27463], [-0.13914, 5.12124, 1.48443], [2.52654, 4.82178, -1.64423], [0.46862, 4.73010, 2.36944], [-6.32976, -4.07765, 0.43807], [1.54146, 1.80642, 2.16152], [-7.11638, -4.74611, 0.07045], [-6.76333, -4.55253, 2.49850], [4.41275, -1.76132, -2.86609]],
  "forces_ev_per_angstrom": [[-0.9, 1.1, 1.2], [0.2, -1.6, 0.2], [-0.1, -0.1, 0.0], [-0.1, 0.1, 0.1], [-0.1, -0.1, 0.0], [5.5, -2.6, 1.2], [0.0, 0.0, -0.1], [-2.3, -1.4, -0.9], [-0.1, 0.1, 0.1], [0.2, 0.0, 0.0], [0.1, -0.1, 0.0], [2.2, 5.9, -0.9], [-0.4, 0.1, 0.3], [0.0, 0.0, 0.0], [-0.1, 0.2, 0.1], [0.0, 0.0, 0.0], [-0.1, 0.0, 0.0], [-0.6, -0.4, 0.3], [-0.2, -0.1, 0.0], [0.0, 0.0, 0.0], [0.3, -0.1, -0.1], [0.5, -0.4, 0.5], [-0.1, 0.0, -0.1], [0.0, 0.0, 0.0], [-3.2, 1.3, -0.8], [3.3, -3.5, 4.7], [0.0, 0.0, 0.0], [0.0, 0.1, 0.0], [-0.3, 0.0, 0.0], [-1.3, 0.9, -2.8], [-1.1, 3.5, -1.3], [-0.3, -1.1, -1.6], [1.8, 0.5, 0.7], [-2.1, 0.6, 0.2], [2.7, -1.1, -0.9], [0.0, 0.0, -0.1], [0.0, 0.0, -0.1], [0.0, 0.0, 0.1], [0.1, 0.1, 0.0], [0.0, 0.0, 0.0], [0.1, 0.0, 0.0], [0.0, -0.1, 0.0], [0.0, 0.0, 0.1], [1.5, 0.5, 1.0], [0.0, 0.0, 0.0], [0.7, -1.7, -0.7], [-0.1, 0.0, 0.1], [-1.2, 1.6, 0.7], [0.2, 0.1, -0.1], [0.0, 0.0, 0.0], [0.0, 0.0, 0.0], [0.0, 0.1, 0.0], [0.0, 0.0, 0.0], [1.0, 1.4, 1.1], [0.2, -0.8, 0.3], [0.0, 0.0, -0.1], [-0.6, 2.7, -1.9], [0.0, 0.1, 0.1], [-2.6, -5.7, 0.0], [-1.8, 0.5, 2.1], [-1.4, -0.6, 0.9], [-0.5, 0.3, -1.7], [0.0, -0.2, -0.1], [0.7, 0.1, -1.9], [0.1, 0.1, 0.0], [0.1, 0.0, 0.0], [0.1, 0.0, 0.1]],
  "lowdin_charge": [0.11, 0.08, 0.07, -0.11, 0.07, 0.13, 0.08, -0.15, 0.07, -0.11, -0.23, 0.09, 0.01, 0.08, -0.11, -0.23, 0.10, -0.08, 0.07, 0.11, -0.27, 0.19, -0.23, 0.10, -0.29, 0.24, 0.11, 0.11, -0.26, -0.14, -0.01, 0.12, 0.12, 0.12, -0.50, 0.11, 0.06, -0.23, 0.07, 0.10, 0.11, 0.06, 0.07, 0.07, 0.10, 0.18, -0.27, 0.08, -0.12, 0.10, 0.06, 0.08, 0.06, 0.14, -0.21, 0.10, 0.05, 0.10, -0.34, 0.05, 0.68, 0.16, -0.27, 0.10, 0.11, 0.07, 0.11],
  "total_energy_ha": -1656.21766,
  "homo_energy_ev": -12.28,
  "homo_lumo_gap_ha": 0.2751,
  "charge": 1,
  "molar_mass_g_mol": 408.00,
  "fmax_ev_per_a": 6.76
}

=====

{
  "formula": "C20H40CoN6O3S2Si",
  "method": "ωB97M-V/def2-TZVPD",
  "symbols": ["S", "C", "C", "H", "H", "H", "H", "H", "H", "H", "Si", "H", "C", "H", "H", "C", "H", "C", "H", "N", "N", "H", "C", "C", "H", "H", "C", "C", "H", "H", "C", "H", "H", "H", "H", "Co", "C", "N", "H", "H", "H", "O", "H", "C", "H", "N", "H", "H", "H", "O", "H", "C", "N", "H", "H", "H", "C", "C", "N", "C", "H", "H", "C", "H", "H", "H", "O", "C", "H", "C", "H", "S", "C"],
  "coordinates": [[0.90651, 1.65948, 0.22696], [-1.89639, 2.28638, -2.01974], [-2.76249, -1.72382, -0.58614], [5.71401, 0.19948, -1.47794], [-0.65549, 3.73948, -1.02574], [-3.16429, -0.72142, -0.70104], [-4.13919, 3.49088, 2.51526], [-3.12259, -0.76312, 1.87956], [2.54631, -3.06342, 1.04516], [-4.03159, 2.60688, -2.14154], [-1.09249, 0.98168, 0.33716], [3.74381, -3.36632, -0.06124], [3.00321, -0.86682, -1.85524], [5.01971, -0.60692, 3.80106], [4.36681, -0.65172, -3.49444], [-3.22729, 2.24258, -2.77554], [-4.35119, 1.80978, 1.99916], [3.91641, -0.69902, -0.78294], [-1.44319, 1.53488, 4.30806], [4.06351, -0.54452, 1.51476], [1.70561, -1.10792, -1.46084], [2.62051, -1.04292, -5.22144], [5.40331, -0.69812, -0.94034], [-1.62629, 3.70338, -1.51404], [1.70851, -4.72622, -0.34374], [-1.24769, 3.82628, 1.40036], [2.37761, -1.04792, -4.17014], [1.05341, -1.25682, -3.75404], [-2.39339, 3.98608, -0.79624], [-3.05739, 0.91398, 3.96776], [-2.43029, 1.80118, 3.93996], [0.15881, 1.72518, -2.34414], [-0.37789, 3.19068, 2.78756], [-2.93939, -2.50592, 2.15106], [-3.57409, -2.40842, -0.35544], [1.42571, -0.66352, 0.41916], [-0.90479, -3.01952, 0.53016], [3.34121, -0.53272, 0.39616], [0.26621, -1.42272, -4.47154], [-2.85999, 2.56058, 4.58556], [-0.59709, 2.52728, -3.72584], [-0.80299, -0.65172, 0.34086], [-1.56119, -3.88582, 0.53506], [-2.41649, -1.58662, 1.89956], [-1.67289, -1.37652, 2.66516], [2.54371, -4.93662, 0.20456], [2.26741, -5.49212, 1.00886], [5.75011, -1.57132, -1.49054], [-1.64239, 4.41178, -2.33764], [-1.82199, 1.22628, 1.74846], [-3.60489, 2.96898, 0.90406], [0.77811, -1.25992, -2.40764], [3.20061, -3.77482, 0.69556], [3.57021, -1.08982, 4.59296], [-0.26939, -3.04902, 1.41376], [-0.99479, 0.84288, -3.35164], [-0.75759, 1.81348, -2.92304], [-2.31999, 2.31458, 2.50096], [4.01451, -0.63612, 3.81316], [-1.35759, 3.49718, 2.42966], [-0.27809, -3.05852, -0.35874], [-0.23439, -1.40432, -2.05754], [-3.69799, 2.67778, 1.94666], [-2.31479, -2.02222, -1.53294], [-3.45539, 1.22348, -3.07714], [-3.16509, 2.86588, -3.66234], [-2.04529, 1.41008, -0.90754], [3.34251, -0.83972, -3.21924], [5.84861, -0.68872, 0.05116], [3.39881, -0.72972, 2.61016], [-1.72159, 4.32138, 3.03706], [1.69991, -1.13852, 2.60086], [-1.72639, -1.72792, 0.54196]],
  "forces_ev_per_angstrom": [[-0.6, 0.0, -0.1], [-0.1, 0.3, -0.4], [0.3, 0.1, 0.2], [0.1, 0.0, 0.0], [0.1, 0.1, 0.0], [-0.2, 0.1, -0.1], [-0.1, 0.1, 0.1], [-0.1, 0.0, 0.1], [0.3, -0.3, -0.1], [-0.1, 0.0, 0.1], [2.2, 1.2, -0.1], [-0.1, -0.2, 0.2], [-1.9, -0.5, -1.2], [0.1, 0.0, 0.0], [0.1, 0.0, -0.1], [0.3, 0.0, 0.2], [-0.1, -0.1, 0.0], [0.7, 0.7, 2.5], [0.1, 0.0, 0.1], [1.9, 0.8, -0.1], [0.8, 0.7, -1.2], [0.1, 0.0, -0.1], [-0.2, 0.1, 0.1], [0.0, -0.3, 0.0], [0.1, 0.0, 0.2], [0.0, 0.1, -0.1], [-1.0, -0.1, 0.1], [0.9, 0.0, -0.4], [-0.1, 0.1, 0.0], [-0.1, -0.1, 0.0], [0.0, 0.1, -0.4], [0.1, 0.0, 0.0], [0.1, 0.0, 0.0], [-0.1, -0.1, 0.0], [-0.1, -0.1, 0.0], [-0.5, 0.4, 0.5], [-0.1, 0.4, 0.0], [-0.6, -1.4, -1.4], [-0.1, 0.0, 0.0], [-0.1, 0.1, 0.1], [0.0, 0.1, -0.2], [0.6, -0.8, -0.3], [-0.1, -0.1, 0.0], [0.1, 0.1, -0.2], [0.0, 0.0, 0.1], [-0.2, -0.2, -0.1], [0.1, 0.1, -0.2], [0.0, 0.0, -0.1], [0.0, 0.1, -0.1], [-0.3, -0.2, 0.1], [0.0, 0.1, -0.1], [-0.1, -0.2, 0.3], [-0.1, 0.5, 0.0], [0.0, 0.1, 0.0], [0.1, -0.1, 0.0], [-0.1, -0.1, -0.1], [-0.1, 0.0, 0.3], [-0.3, 0.3, 0.3], [0.1, -0.1, -0.4], [-0.1, -0.3, 0.0], [0.1, -0.1, -0.1], [0.0, 0.1, 0.1], [0.3, -0.1, 0.1], [0.0, 0.0, -0.1], [0.0, -0.1, 0.0], [0.0, 0.1, -0.2], [-0.4, -0.3, 0.1], [0.3, 0.0, 1.0], [0.1, 0.0, -0.1], [-1.5, -0.4, 0.2], [-0.1, 0.1, 0.1], [-0.1, 0.0, 0.5], [-0.4, -0.8, 0.2]],
  "mulliken_spin": [0.08, 0.00, 0.00, 0.00, 0.00, 0.00, 0.00, 0.00, 0.01, 0.00, -0.01, 0.00, -0.01, 0.00, 0.00, 0.00, 0.00, 0.04, 0.00, 0.00, 0.00, 0.00, 0.00, -0.01, 0.00, 0.00, 0.00, 0.01, 0.00, 0.00, 0.00, 0.00, 0.00, 0.00, 0.00, 0.98, 0.02, -0.04, 0.00, 0.00, 0.00, -0.03, 0.00, 0.00, 0.00, 0.00, 0.00, 0.00, 0.00, -0.01, 0.00, 0.01, 0.00, 0.00, 0.00, 0.00, 0.00, 0.00, 0.00, 0.01, 0.00, 0.00, 0.00, 0.00, 0.00, 0.00, -0.01, 0.01, 0.00, 0.02, 0.00, -0.07, -0.01],
  "total_energy_ha": -3809.17819,
  "homo_energy_ev": [-7.30, -7.31],
  "homo_lumo_gap_ha": [0.2363, 0.2366],
  "molar_mass_g_mol": 563.73,
  "spin_multiplicity": 2,
  "fmax_ev_per_a": 2.68
}

=====

{
  "formula": "C20H40CoN6S2",
  "method": "ωB97M-V/def2-TZVPD",
  "symbols": ["H", "N", "H", "H", "H", "H", "C", "C", "N", "H", "C", "C", "C", "H", "C", "C", "C", "H", "H", "H", "H", "C", "H", "H", "N", "H", "C", "H", "C", "C", "H", "H", "C", "H", "S", "N", "H", "H", "H", "H", "H", "H", "C", "H", "H", "H", "C", "H", "C", "C", "H", "S", "H", "C", "C", "H", "H", "H", "H", "H", "H", "H", "H", "H", "Co", "N", "C", "H", "N"],
  "coordinates": [[2.52978, 1.67542, -0.27462], [2.27858, -0.24398, 0.55088], [-1.58032, -1.08378, 4.44028], [-4.30912, -0.95938, -0.50652], [-1.58522, 1.96942, 0.33668], [0.42268, 5.15182, 0.63688], [2.71838, 0.14502, 1.89528], [-1.36242, -0.46548, -5.46342], [0.52138, 2.05542, 0.92868], [-2.83292, 0.78652, -1.08682], [1.00478, -0.17128, -5.46772], [-0.14062, -0.44668, -6.16022], [-3.79642, -0.49188, 0.33558], [1.97428, -2.62088, 1.97148], [2.05288, 4.67182, -0.70832], [2.80008, -1.59058, 0.27598], [0.37538, -2.74708, -0.96082], [-3.41702, -0.94338, 2.91538], [-1.21232, -3.71788, 0.86188], [-2.90732, -2.62778, 2.94748], [-0.10262, -0.63548, -7.21892], [-0.20582, 0.10582, -3.42562], [0.26388, -0.03968, 3.31028], [0.75498, -3.72568, -1.27292], [0.52228, -2.56308, 0.48408], [1.79998, 0.34772, -3.65452], [-0.16042, -3.68908, 1.12978], [1.42868, 4.39672, -1.55392], [0.85448, 3.14782, 0.79918], [-2.40862, 1.56152, 2.15348], [2.85748, -1.73988, -0.80182], [-3.96802, 1.64212, -0.01772], [-1.39232, -0.21498, -4.11442], [2.61178, 0.35432, -1.43092], [-2.45472, -1.63318, 0.82418], [-0.63572, -0.07918, 2.83628], [0.28658, -4.63668, 0.80638], [-2.58962, 2.63902, 2.23198], [-0.06812, -3.63558, 2.21198], [3.97968, 0.65502, -0.34552], [3.81458, 0.15722, 1.95078], [-0.67772, -2.68078, -1.22462], [-3.20232, 0.85372, -0.06062], [2.34528, -0.56568, 2.62868], [2.35128, 1.13852, 2.14058], [1.98008, -0.14238, -5.92932], [-1.30142, 1.19582, 3.15398], [-4.50122, -0.42908, 1.16248], [2.88608, 0.66332, -0.42512], [-1.32612, -1.25398, 3.38378], [-3.33982, 1.06682, 2.42318], [-0.12602, 0.68102, -1.83002], [-2.27742, -0.66908, -5.99772], [-2.61062, -1.62258, 2.65368], [1.29618, 4.49312, 0.61408], [1.94288, 4.76592, 1.45418], [-2.31942, -0.22308, -3.56402], [-0.54272, 1.97872, 3.12588], [2.33448, -3.64978, 0.58468], [-1.72092, 1.16182, 4.16808], [0.91258, -1.97108, -1.49452], [3.82158, -1.68808, 0.66928], [-0.63532, -2.09868, 3.34608], [2.95368, 4.06402, -0.72802], [-0.13682, -0.14158, 0.67548], [-2.04942, 1.18302, 0.77948], [1.93058, -2.67188, 0.88308], [2.33978, 5.71302, -0.81582], [0.94968, 0.08872, -4.14682]],
  "forces_ev_per_angstrom": [[0.1, 0.0, -0.1], [0.1, 0.1, 0.0], [0.1, 0.0, -0.1], [0.0, 0.1, 0.1], [-0.1, 0.0, 0.0], [0.1, -0.1, 0.1], [0.2, 0.1, 0.0], [0.4, 0.0, -0.1], [0.4, 0.6, 0.0], [0.0, 0.1, 0.1], [-0.1, -0.1, -0.4], [-0.1, 0.0, 0.2], [0.4, -0.3, 0.1], [0.0, -0.1, 0.1], [0.0, -0.1, 0.0], [-0.2, -0.3, 0.0], [0.1, -0.1, -0.1], [-0.1, -0.1, 0.0], [0.0, 0.0, 0.0], [0.0, 0.0, 0.1], [0.1, 0.0, -0.1], [-0.2, -0.4, -0.4], [0.0, 0.0, -0.1], [0.0, -0.1, 0.0], [0.2, 0.0, 0.2], [-0.2, 0.0, -0.1], [-0.1, -0.2, 0.1], [-0.1, 0.0, -0.1], [-0.4, -1.0, 0.2], [0.2, -0.1, 0.3], [0.0, 0.1, 0.0], [0.1, -0.2, 0.0], [0.4, 0.0, 0.2], [0.0, 0.0, 0.1], [-0.4, 0.0, 0.0], [0.9, 0.0, -0.9], [0.0, 0.0, 0.0], [-0.1, -0.1, 0.0], [0.1, 0.0, 0.0], [0.0, 0.0, 0.1], [-0.1, 0.0, 0.1], [-0.1, 0.0, 0.0], [-0.1, 0.0, -0.1], [0.0, -0.1, 0.1], [0.0, 0.0, 0.0], [0.0, 0.0, 0.0], [-0.3, 0.5, -0.2], [0.0, 0.0, 0.0], [0.3, 0.1, -0.1], [-0.2, -0.5, 0.0], [0.0, 0.0, 0.0], [0.0, 0.5, 1.2], [-0.1, -0.1, 0.0], [0.2, 0.0, -0.3], [0.4, 1.1, -0.2], [-0.1, 0.0, 0.0], [0.0, 0.0, 0.0], [0.0, -0.2, 0.1], [0.0, 0.0, 0.1], [0.1, 0.0, -0.1], [0.0, 0.1, -0.1], [-0.1, 0.0, -0.1], [0.0, 0.2, 0.0], [0.1, 0.0, 0.0], [-1.9, -0.6, 0.5], [0.4, 0.7, -0.4], [0.2, 0.1, -0.1], [0.0, 0.1, 0.0], [-0.3, 0.0, 0.1]],
  "mulliken_spin": [0.00, -0.01, 0.00, 0.00, 0.00, 0.00, 0.00, 0.00, -0.01, 0.00, 0.00, 0.00, 0.00, 0.00, 0.00, 0.01, 0.00, 0.00, 0.00, 0.00, 0.00, 0.00, 0.00, 0.00, 0.00, 0.00, 0.00, 0.00, 0.01, 0.00, 0.00, 0.00, 0.00, 0.00, 0.03, -0.03, 0.00, 0.00, 0.00, 0.00, 0.00, 0.00, 0.01, 0.00, 0.00, 0.00, 0.00, 0.00, 0.00, 0.00, 0.00, -0.02, 0.00, 0.00, 0.00, 0.00, 0.00, 0.00, 0.00, 0.00, 0.00, 0.00, 0.00, 0.00, 1.00, 0.01, -0.01, 0.00, 0.00],
  "total_energy_ha": -3293.21623,
  "homo_energy_ev": [-13.81, -13.90],
  "homo_lumo_gap_ha": [0.2629, 0.2993],
  "charge": 2,
  "molar_mass_g_mol": 487.65,
  "spin_multiplicity": 2,
  "fmax_ev_per_a": 2.04
}